(1)
Computed, not measured: a cluster of 12 separate species, C21H69N17O12 in total, with ωB97M-V with the def2-TZVPD basis set.

Highest occupied orbital energy   -9.0 eV
Total charge   0
SMILES   COC[C@H](C)N.COC[C@H](C)N.COC[C@H](C)N.NC(N)=O.NC(N)=O.NC(N)=O.NC(N)=O.NC(N)=O.NC(N)=O.NC(N)=O.CO.CO
Orbital gap   8.763 eV
ΔE to the lowest compared entry with this formula, charge and spin   0.000 eV
F_max   3.71 eV Å⁻¹

Element x y z (Å)
H (20.613, -16.957, 10.196)
H (18.906, -11.511, 7.439)
O (16.866, -10.650, 12.280)
H (18.986, -17.145, 8.492)
C (15.696, -16.375, 11.657)
H (24.673, -8.190, 13.103)
H (18.510, -12.112, 16.077)
N (20.430, -15.979, 10.127)
C (20.974, -9.888, 13.374)
N (13.656, -9.029, 13.359)
H (17.554, -16.377, 13.204)
C (13.978, -10.422, 7.675)
O (15.934, -16.913, 12.796)
C (9.930, -14.517, 13.407)
H (15.469, -6.982, 15.319)
H (16.926, -6.917, 10.117)
H (22.635, -10.064, 14.740)
C (19.448, -15.357, 9.381)
H (18.276, -13.105, 7.342)
C (16.345, -11.305, 7.230)
N (18.617, -16.233, 8.668)
C (12.197, -13.971, 13.442)
N (17.889, -12.768, 12.694)
H (19.124, -12.558, 5.960)
H (17.573, -11.099, 9.987)
H (13.929, -11.208, 8.455)
C (13.737, -8.525, 12.064)
O (18.432, -15.996, 13.468)
N (16.370, -15.221, 11.217)
H (16.168, -13.255, 16.997)
H (22.891, -12.877, 7.065)
O (12.847, -7.894, 11.494)
C (18.707, -7.660, 9.434)
N (20.979, -11.721, 9.387)
C (24.553, -9.276, 13.017)
C (14.614, -13.130, 13.701)
H (20.628, -8.050, 8.908)
N (14.988, -8.807, 11.484)
H (18.294, -5.796, 10.142)
N (17.639, -11.964, 10.516)
H (16.823, -14.611, 11.877)
N (15.772, -7.107, 14.379)
H (18.055, -12.819, 10.166)
H (18.399, -14.772, 15.149)
O (17.741, -5.864, 14.510)
O (19.349, -14.107, 9.248)
H (14.314, -9.535, 8.206)
H (9.679, -14.501, 14.480)
N (14.522, -11.718, 5.579)
H (16.731, -10.591, 7.969)
O (17.565, -12.090, 15.916)
C (15.029, -10.826, 6.637)
H (12.937, -12.371, 12.491)
H (16.203, -14.989, 10.260)
H (9.021, -14.352, 12.833)
H (19.162, -10.217, 14.222)
H (12.302, -12.399, 15.271)
H (14.640, -16.499, 9.878)
O (23.246, -9.685, 12.728)
H (12.460, -14.585, 12.566)
H (16.787, -7.951, 12.284)
H (18.279, -7.090, 12.325)
C (13.170, -12.791, 13.478)
H (17.803, -12.637, 13.699)
H (15.308, -12.391, 14.099)
H (14.770, -14.002, 14.353)
H (25.257, -9.593, 12.239)
N (20.060, -9.888, 14.555)
H (14.088, -17.619, 11.078)
H (11.883, -11.274, 14.202)
H (15.076, -8.518, 10.526)
H (20.705, -10.948, 9.957)
H (13.817, -11.202, 5.055)
O (22.495, -10.517, 8.136)
H (22.461, -8.450, 14.112)
H (16.120, -12.251, 7.775)
C (20.438, -8.887, 12.350)
H (17.724, -13.921, 16.830)
H (12.744, -8.831, 13.741)
H (15.350, -9.886, 6.161)
O (17.263, -11.614, 6.229)
C (18.375, -15.835, 14.872)
N (14.705, -16.888, 10.794)
C (18.437, -12.201, 6.722)
H (13.946, -12.410, 6.072)
O (18.259, -8.785, 9.062)
H (20.959, -15.418, 10.774)
N (12.670, -11.832, 14.510)
H (12.222, -14.565, 14.365)
H (19.990, -8.916, 14.844)
H (20.467, -12.576, 9.503)
H (18.712, -13.261, 12.389)
H (20.362, -7.882, 12.769)
H (17.437, -16.258, 15.241)
H (21.007, -8.884, 11.416)
H (15.366, -9.706, 11.820)
H (20.387, -6.449, 9.616)
C (16.982, -13.337, 16.272)
H (12.971, -10.479, 7.270)
H (17.925, -15.824, 8.072)
N (22.008, -12.685, 7.504)
H (21.057, -10.880, 12.918)
H (19.199, -16.292, 15.426)
H (10.261, -15.550, 13.233)
C (21.922, -11.586, 8.389)
N (17.397, -7.279, 12.737)
C (22.372, -9.514, 13.826)
H (15.091, -13.503, 12.783)
H (19.437, -9.151, 11.978)
C (17.494, -11.675, 11.894)
H (24.966, -9.814, 13.885)
H (14.174, -9.832, 13.670)
O (10.888, -13.529, 13.133)
H (21.546, -13.516, 7.843)
N (20.034, -7.318, 9.278)
H (15.125, -7.469, 13.703)
C (17.007, -6.688, 13.922)
H (16.645, -13.901, 15.406)
N (17.884, -6.692, 9.972)

(2)
Computed, not measured: a cluster of 15 separate species, C21H71F2N3O16 in total, with ωB97M-V with the def2-TZVPD basis set.

Highest occupied orbital energy   -8.8 eV
Total charge   0
Orbital gap   9.120 eV
ΔE to the lowest compared entry with this formula, charge and spin   0.629 eV
F_max   2.65 eV Å⁻¹

Element x y z (Å)
C (0.719, 4.479, -1.564)
C (7.328, -6.187, 5.932)
O (3.636, -3.516, 4.323)
O (8.173, 0.596, 1.160)
O (-0.933, -8.734, 3.218)
H (-9.261, 0.209, -3.611)
C (1.604, -8.570, 1.101)
C (3.298, 5.204, -5.511)
H (6.938, -1.349, -0.800)
H (5.617, -3.347, 4.818)
O (-6.806, 7.118, -0.765)
H (4.291, -3.741, 0.566)
H (1.663, 1.201, -4.110)
H (7.926, -1.035, 2.377)
C (7.391, -0.129, 2.107)
H (2.913, -7.629, 2.198)
H (-1.448, -10.161, 4.583)
H (6.380, -0.220, -2.052)
H (-8.039, 8.585, 0.044)
H (-4.009, 2.517, -2.126)
H (2.682, -5.353, 0.982)
H (-8.531, 6.899, 0.303)
H (1.392, 2.195, -6.179)
C (0.044, 2.265, -0.418)
H (-3.757, 3.145, 1.234)
H (-0.062, 4.572, -2.299)
H (-2.326, -8.629, 4.759)
H (-2.999, 5.866, -0.702)
H (5.055, -2.218, 3.565)
C (-1.356, -9.079, 4.535)
H (1.030, -2.183, 5.246)
H (-0.463, -3.038, -0.893)
H (1.173, -8.438, 0.112)
N (-5.264, 4.317, -0.943)
H (1.350, -0.848, 2.767)
H (4.174, 5.144, -4.861)
H (-6.433, 7.737, -1.400)
C (4.977, -3.241, 3.944)
C (0.505, 5.336, -0.335)
H (-0.056, 1.404, -4.551)
H (-6.325, 0.530, -1.343)
H (-7.564, 1.603, 0.287)
C (0.882, 0.911, -4.821)
H (2.011, 2.913, -0.897)
C (-3.877, 4.014, -0.592)
O (-1.591, 2.003, -2.380)
O (6.112, -5.958, 6.636)
H (2.960, -2.682, 0.056)
H (-0.858, -7.775, 3.182)
F (1.872, 4.980, -2.203)
F (0.521, 2.289, 0.847)
C (-10.709, 1.477, -3.334)
H (7.823, -5.237, 5.712)
H (3.085, -3.413, 3.535)
C (3.295, -3.713, 0.117)
C (-0.318, -2.028, -0.504)
O (4.957, -1.517, -1.281)
H (-2.799, 4.439, 1.028)
C (-3.518, 2.614, -1.175)
H (0.809, -8.542, 1.848)
H (0.478, -2.042, 0.234)
H (-8.748, 7.642, -1.295)
H (4.401, -1.417, -2.062)
H (6.624, -1.947, -2.443)
O (-6.677, 1.393, -1.581)
H (2.114, -9.535, 1.144)
H (1.002, 2.512, -2.255)
O (0.072, -1.145, -1.558)
C (1.070, -1.281, 4.643)
H (-0.292, 6.025, -0.537)
C (-2.034, 2.445, -1.381)
H (0.007, 1.237, -0.757)
H (3.331, -4.142, -0.887)
H (0.208, 4.751, 0.515)
H (-3.844, 1.860, -0.477)
O (1.269, 1.239, -6.148)
H (-1.240, -1.678, -0.032)
H (1.879, -0.644, 5.009)
H (7.131, -6.729, 5.003)
H (-5.527, 5.224, -0.577)
H (7.234, 0.477, 3.003)
C (6.301, -1.242, -1.674)
O (-9.776, 0.513, -2.857)
H (0.119, -0.750, 4.730)
N (-3.726, 4.075, 0.845)
H (3.621, 5.210, -6.549)
H (-3.185, 5.112, -2.181)
C (-7.836, 1.609, -0.773)
N (-2.972, 4.989, -1.203)
H (-11.291, 1.826, -2.485)
C (-8.103, 7.595, -0.414)
O (2.535, -7.507, 1.321)
O (2.462, 4.069, -5.314)
O (1.314, -1.657, 3.289)
H (-8.246, 2.583, -1.029)
H (0.742, -0.167, -4.768)
H (-11.384, 1.034, -4.070)
H (5.298, -3.948, 3.172)
H (-10.188, 2.328, -3.782)
H (-0.637, -1.138, -2.211)
C (1.016, 3.023, -1.303)
H (7.682, 1.393, 0.935)
H (1.398, 5.903, -0.123)
H (6.426, -0.396, 1.668)
H (2.185, 4.078, -4.391)
H (2.744, 6.122, -5.299)
H (-8.578, 0.843, -0.968)
H (7.976, -6.787, 6.565)
O (-1.272, 2.782, -0.331)
H (-0.623, -8.750, 5.275)
H (-5.342, 4.345, -1.952)
O (2.375, -4.439, 0.930)
H (5.545, -5.429, 6.064)